Density functional theory data (the ωB97M-V functional and the def2-TZVPD basis) for a structure of composition C25H16Cl3O2PW.

Results
E_HOMO (spin up / spin down): -14.1 / -14.3 eV
orbital gap (spin up / spin down): 0.254 / 0.227 Ha
spin multiplicity: 3
total charge: +2

Positions of all 48 atoms, in Å:
W  0.48539  -1.67989  -0.25636
Cl  2.80866  -1.19249  0.40785
Cl  4.99645  -2.40847  5.24053
Cl  -0.00123  -3.96630  4.01315
P  -0.33957  0.60451  -0.50752
O  -1.30532  -2.78267  -0.62336
O  0.55852  -2.59179  1.41843
C  0.83205  -0.65868  -2.60671
C  -4.24347  1.44015  0.47311
C  -0.33531  0.03699  -2.21887
C  -1.54905  -1.64117  -0.23965
C  1.57038  -2.57320  2.32935
C  -3.95926  -0.95008  0.23523
C  1.31092  4.22139  -1.16633
C  1.45521  -3.16796  3.58237
C  -2.07319  0.59208  0.00672
C  -0.29307  -1.47879  -4.56597
C  -2.60698  -0.71262  0.02209
C  -4.77022  0.15162  0.47620
C  3.85115  -1.84825  2.87427
C  0.84462  -1.41691  -3.78523
C  -1.47666  -0.03695  -3.02337
C  2.52124  -3.11194  4.46579
C  2.76236  -1.94165  2.03950
C  0.70845  2.98847  -1.36393
C  1.65467  4.62168  0.11752
C  -2.89015  1.68175  0.22035
C  1.41068  3.79912  1.21247
C  0.46054  2.16379  -0.26372
C  3.69929  -2.45954  4.11310
C  -1.43845  -0.77234  -4.19395
C  0.81482  2.56402  1.02778
H  1.68797  4.12244  2.20630
H  -2.50273  2.69231  0.19716
H  -4.89979  2.27934  0.66349
H  2.11890  5.58735  0.26790
H  4.76317  -1.34072  2.59698
H  -5.82451  0.01297  0.67246
H  -4.35799  -1.95568  0.23816
H  0.62947  1.92603  1.88496
H  1.50817  4.86634  -2.01141
H  1.75081  -1.92539  -4.08622
H  2.43646  -3.57880  5.43690
H  -2.38669  0.47170  -2.73133
H  -0.29285  -2.05837  -5.47907
H  1.78557  -0.43822  -2.12591
H  -2.31480  -0.80719  -4.82808
H  0.43535  2.67202  -2.36313

Atomic forces in eV per Å
-1.0 -0.1 0.0
0.2 0.1 0.3
0.0 0.0 -0.1
0.1 0.1 0.0
0.2 0.0 0.2
-0.2 0.1 0.0
0.5 -0.1 0.2
0.2 0.1 -0.1
0.0 0.0 0.0
0.1 -0.1 -0.1
0.2 -0.2 0.0
-0.3 0.0 -0.2
-0.1 0.0 0.0
0.0 -0.1 0.0
0.0 -0.1 0.1
-0.1 0.1 0.0
0.0 0.0 0.0
0.3 0.0 -0.1
0.0 0.0 0.0
-0.1 -0.1 0.1
0.0 0.0 0.1
0.0 -0.1 0.0
0.0 0.0 -0.1
0.1 0.2 -0.3
0.0 0.0 0.0
0.0 0.1 0.0
0.0 -0.1 0.0
0.0 0.0 0.0
0.0 0.1 -0.1
0.1 0.0 0.1
0.0 0.0 0.0
0.0 0.0 0.0
0.0 0.0 0.0
0.0 0.0 0.0
0.0 0.0 0.0
0.0 0.0 0.0
0.0 0.0 0.0
0.0 0.0 0.0
0.0 0.0 0.0
0.0 0.0 0.0
0.0 0.0 0.0
0.0 0.0 0.0
0.0 0.0 0.0
0.0 0.0 0.0
0.0 0.0 0.0
0.0 0.0 0.0
0.0 0.0 0.0
0.0 0.0 0.0


Density functional theory data (the ωB97M-V functional and the def2-TZVPD basis) for a structure of composition C25H16F10N3O2RuSTe2.

Results
E_HOMO (spin up / spin down): -8.7 / -8.8 eV
orbital gap (spin up / spin down): 0.279 / 0.280 Ha
spin multiplicity: 2
total charge: 0

Positions of all 60 atoms, in Å:
Te  -2.88330  3.47183  -1.51287
Te  2.55079  0.04213  -1.11549
Ru  -0.71842  1.41150  -1.11952
S  -1.54142  -2.98675  -1.91874
F  -2.91848  1.52235  -1.48487
F  -3.18648  3.36657  -3.33350
F  3.96911  -1.07186  -0.57295
F  3.68702  1.18662  -2.02223
F  -4.73069  3.50814  -1.43089
F  -2.89416  5.31823  -1.43511
F  3.06557  1.00024  0.50024
F  2.64832  -1.03004  -2.75085
F  1.19792  1.98635  -1.23399
F  -2.94790  3.30487  0.34656
O  -1.06907  3.35527  -1.60220
O  0.22164  -0.36177  1.77237
N  -1.18224  -0.65288  -0.91549
N  0.03183  1.77777  1.09705
N  1.23984  -2.05898  0.70523
C  -2.47890  -0.82883  1.20022
C  -0.31310  0.70372  -2.94129
C  1.51390  0.46408  4.27951
C  -0.46110  -0.67287  -3.15650
C  2.04832  -3.12028  0.67232
C  0.24296  3.09405  1.26325
C  -1.92948  -1.34660  0.02981
C  0.41050  -0.47668  -5.36948
C  1.27342  2.73765  3.36355
C  1.10112  1.37019  3.20555
C  1.18708  -1.35035  1.80907
C  0.48629  0.94994  2.02415
C  0.58553  0.89018  -5.15967
C  2.74822  -2.73897  2.90431
C  1.92530  -1.61961  2.96139
C  2.81755  -3.50472  1.75294
C  -0.99415  -1.35854  -2.00415
C  1.85770  -0.81849  4.18184
C  -3.21016  -1.66952  2.01178
C  0.85960  3.61534  2.37659
C  -2.18130  -2.67066  -0.33180
C  -3.40498  -3.01385  1.67370
C  -0.10933  -1.26763  -4.36478
C  -2.90172  -3.52611  0.49465
C  0.23684  1.48105  -3.95453
H  0.70230  -0.92072  -6.31129
H  2.07301  -3.66768  -0.26205
H  2.18644  -1.32380  5.08280
H  -3.97640  -3.65372  2.33253
H  -3.64466  -1.28225  2.92363
H  1.00418  4.68149  2.46674
H  -2.33478  0.21319  1.45276
H  3.33504  -3.00166  3.77610
H  1.74213  3.10544  4.26804
H  -0.22004  -2.33614  -4.50608
H  1.58457  0.93096  5.25546
H  1.01451  1.49925  -5.94507
H  -3.08034  -4.55447  0.21068
H  3.45730  -4.37307  1.69193
H  0.40368  2.53773  -3.79299
H  -0.09695  3.73338  0.46161

Atomic forces in eV per Å
-0.6 0.4 0.0
0.2 -0.1 0.0
0.0 -0.8 0.0
0.0 0.0 0.0
0.0 0.1 0.2
0.2 0.2 0.0
0.0 0.0 0.0
0.0 0.1 0.0
0.2 -0.2 0.2
-0.1 -0.2 -0.1
0.0 0.0 0.0
0.0 0.1 0.0
-0.1 -0.3 0.0
0.0 0.1 -0.1
0.1 0.3 -0.1
-0.1 0.0 0.0
0.2 0.3 -0.1
-0.2 0.2 0.0
0.0 0.0 0.0
0.0 0.0 0.0
-0.1 0.1 0.0
0.0 0.0 0.0
0.1 0.0 0.1
0.0 -0.1 0.0
0.0 0.0 0.1
0.0 0.0 0.0
0.0 0.0 0.0
0.0 0.0 0.0
0.0 0.0 0.0
0.0 0.1 0.1
0.1 0.0 -0.1
0.0 0.0 0.0
0.0 0.0 0.0
0.0 0.0 0.0
0.0 0.0 0.0
0.0 -0.1 -0.1
0.0 0.0 0.0
0.0 0.0 0.0
0.0 0.0 0.0
0.0 0.0 0.0
0.0 0.0 0.0
0.0 0.0 0.0
0.0 0.0 0.0
0.0 0.0 0.0
0.0 0.0 0.0
0.0 0.0 0.0
0.0 0.0 0.0
0.0 0.0 0.0
0.0 0.0 0.0
0.0 0.0 0.0
0.0 0.0 0.0
0.0 0.0 0.0
0.0 0.0 0.0
0.0 0.0 0.0
0.0 0.0 0.0
0.0 0.0 0.0
0.0 0.0 0.0
0.0 0.0 0.0
0.0 0.0 0.0
0.0 0.0 0.0


Density functional theory data (the ωB97M-V functional and the def2-TZVPD basis) for a structure of composition C25H16F12IN2O2Re.

Results
E_HOMO (spin up / spin down): -21.0 / -21.0 eV
orbital gap (spin up / spin down): 0.196 / 0.196 Ha
total charge: +4

Positions of all 59 atoms, in Å:
Re  0.79204  1.43579  0.79289
I  -1.48690  -0.42659  3.43770
F  1.62392  -1.70768  2.24151
F  -0.19645  3.63365  -2.51022
F  0.87216  2.02382  -1.51712
F  5.00190  -1.53106  -0.23510
F  -2.94575  3.72839  -2.01237
F  3.57599  -0.91028  2.70584
F  3.40327  -2.79747  1.65286
F  4.81600  0.42620  0.67201
F  -1.61439  4.64767  -0.56336
F  -0.65417  1.59644  -3.02819
F  -3.25163  3.42159  0.11619
F  4.05630  0.09196  -1.32198
O  2.22474  0.39982  0.75691
O  -0.66026  2.35253  0.31836
N  -0.07709  -0.16195  -0.25241
N  0.57021  1.60160  2.71133
C  -3.47200  -1.50212  -0.73123
C  -5.61148  -0.41784  -1.51584
C  -2.35368  3.59460  -0.83963
C  1.41133  2.67053  2.88450
C  0.86594  2.76222  5.16940
C  -3.48710  0.87835  -1.21279
C  -0.15651  1.10019  3.74491
C  4.25247  -0.45508  -0.12651
C  -2.13531  -1.41636  -0.40973
C  -4.17757  -0.36986  -1.15127
C  2.33092  -4.59841  -2.76285
C  1.96961  -1.56318  -0.55686
C  -1.45660  -0.17667  -0.48106
C  -1.43083  2.32537  -0.89219
C  0.62510  -1.11044  -0.89216
C  0.50673  -2.86664  -2.62549
C  0.00740  -1.74140  -2.05220
C  1.72400  -3.41353  -2.16389
C  -0.38302  2.43972  -2.06436
C  -2.17191  0.99921  -0.85108
C  1.59067  3.28898  4.08401
C  2.89916  -1.60012  1.81752
C  2.44989  -2.68426  -1.14730
C  2.83852  -0.83797  0.45112
C  0.00657  1.68354  4.99662
H  0.01793  -3.30363  -3.48799
H  3.42575  -3.06577  -0.87264
H  2.26682  4.12731  4.18902
H  -0.55451  1.29700  5.83800
H  -6.16889  0.37596  -1.01175
H  2.89176  -5.18623  -2.03126
H  0.97261  3.20813  6.15275
H  -4.04527  1.74016  -1.55556
H  -6.06139  -1.38058  -1.28883
H  1.61856  -5.21072  -3.31170
H  1.98238  3.00486  1.98533
H  -0.82190  -1.22143  -2.51705
H  3.09061  -4.24471  -3.48734
H  -3.98690  -2.44998  -0.63670
H  -1.60509  -2.27302  -0.00844
H  -5.71467  -0.23060  -2.59230

Atomic forces in eV per Å
0.3 0.1 -0.2
0.0 0.0 0.0
-0.1 0.0 0.0
0.0 0.1 0.0
0.1 -0.3 0.1
0.0 0.0 0.0
0.0 0.0 -0.1
0.1 0.1 0.1
0.1 -0.1 0.0
0.1 0.1 0.1
0.1 0.1 0.1
0.0 0.0 0.0
-0.1 0.0 0.1
0.0 0.1 -0.1
-0.3 0.3 0.0
-0.1 0.0 0.1
-0.2 0.0 -0.3
-0.1 0.0 0.4
0.0 0.0 0.0
0.0 -0.1 0.0
0.0 -0.2 0.0
0.0 -0.1 -0.1
0.0 0.0 0.0
0.1 0.0 0.0
0.0 0.0 0.2
-0.1 -0.1 0.0
-0.1 0.0 0.0
0.0 0.0 0.0
-0.1 0.0 0.0
0.1 0.0 0.1
0.2 0.1 0.1
-0.2 0.1 0.1
0.1 0.0 0.1
0.0 0.0 0.0
-0.1 0.0 -0.1
0.0 0.1 0.0
0.0 -0.1 0.0
-0.1 0.1 0.0
0.0 0.0 0.0
-0.1 0.0 -0.1
0.0 0.1 0.0
0.2 -0.3 -0.1
0.0 0.0 -0.1
0.0 0.0 0.0
0.0 0.0 0.0
0.0 0.0 0.0
0.0 0.0 0.0
0.0 0.0 0.0
0.0 0.0 0.0
0.0 0.0 0.0
0.0 0.0 0.0
0.0 0.0 0.0
0.0 0.0 0.0
0.0 0.1 0.0
0.0 0.0 0.0
0.0 0.0 0.0
0.0 0.0 0.0
0.0 0.0 0.0
0.0 0.0 0.0


Density functional theory data (the ωB97M-V functional and the def2-TZVPD basis) for a structure of composition C25H16N4O17RuS2Se.

Results
E_HOMO (spin up / spin down): -3.7 / -3.7 eV
orbital gap (spin up / spin down): 0.264 / 0.264 Ha
total charge: -2

Positions of all 66 atoms, in Å:
Ru  -1.43206  -0.22220  0.66233
Se  -4.32569  -1.69242  -0.38415
S  -2.24325  1.12674  -2.32776
S  -1.59299  -1.38057  -3.78892
O  -5.65758  -1.53325  0.49982
O  3.80625  4.89863  -2.45946
O  -0.92781  -2.11171  1.01431
O  -0.00458  4.68684  6.16929
O  1.58108  -1.52933  3.56526
O  0.09577  0.77762  -0.24727
O  -4.48745  -1.23707  -1.93097
O  -0.77343  -4.88260  -2.11969
O  -2.39311  3.47657  2.29963
O  3.93262  3.54554  -4.32827
O  1.10149  2.27395  1.12027
O  -3.53343  -3.08499  -0.20053
O  -0.15377  -0.11696  2.21086
O  1.64453  3.51998  6.90572
O  3.03480  -0.35487  4.62219
O  -3.27503  -0.43234  0.34174
O  -2.10419  1.60611  1.17524
N  -0.82641  -2.37891  -1.24581
N  1.94995  -0.48901  4.06426
N  0.72928  3.71312  6.11594
N  -1.29132  -1.06907  -1.17572
C  1.79526  1.33418  -2.29848
C  0.02452  0.81576  3.06811
C  1.71752  2.14286  -1.17262
C  1.30876  1.61873  5.01632
C  -2.51890  1.11482  -4.11976
C  4.37603  4.76971  -3.75231
C  -0.35762  -4.25277  0.17923
C  1.06347  0.67460  4.04420
C  -1.82016  2.40840  2.14596
C  3.08823  3.73694  -2.24208
C  0.91359  1.72497  0.04891
C  2.53396  1.71358  -3.42230
C  -0.52069  2.92735  4.14668
C  -0.07796  -6.52087  -0.60035
C  -0.72646  -2.84346  -0.03001
C  -2.84241  -0.30503  -4.53455
C  0.36948  -5.97963  1.70559
C  0.31070  -6.90516  0.66856
C  0.49804  2.73208  5.07627
C  -0.41036  -5.19143  -0.86477
C  2.38293  3.37325  -1.12555
C  0.02858  -4.66416  1.45241
C  3.16455  2.93141  -3.36005
C  -0.75140  2.01530  3.14671
C  -1.65819  -0.51046  -2.26838
H  5.46819  4.75291  -3.66889
H  2.60103  1.08374  -4.29866
H  -3.35230  1.78869  -4.31956
H  4.04315  5.60190  -4.37964
H  1.26158  0.39434  -2.29611
H  -1.13637  3.81403  4.16988
H  -0.99746  -3.92257  -2.14358
H  -0.13854  -7.23214  -1.41361
H  2.32734  3.98401  -0.23575
H  2.11348  1.47348  5.71822
H  -3.80988  -0.61622  -4.13920
H  0.56967  -7.94167  0.85241
H  0.67488  -6.28190  2.69837
H  -2.80094  -0.43584  -5.61612
H  0.05650  -3.91641  2.23405
H  -1.62549  1.48286  -4.62785

Atomic forces in eV per Å
0.0 0.1 0.0
0.1 0.0 -0.1
0.0 0.0 0.1
0.0 0.0 0.0
-0.1 0.0 0.0
0.0 0.0 0.0
0.2 -0.2 -0.4
0.0 0.0 0.0
0.0 0.0 0.0
0.0 -0.4 -0.3
0.0 0.1 -0.1
0.0 0.0 0.0
0.0 0.0 0.0
0.0 0.0 0.0
0.1 0.1 -0.2
0.0 -0.1 0.0
-0.3 -0.1 0.1
0.0 0.0 0.0
0.0 0.0 0.0
0.0 0.0 0.4
-0.1 0.0 -0.1
0.0 0.1 0.4
0.0 0.0 0.0
-0.1 -0.1 0.0
0.0 0.1 -0.2
-0.1 0.0 0.0
-0.1 0.2 0.1
0.0 0.0 0.1
-0.1 0.0 0.0
0.0 0.0 0.0
0.0 0.0 0.0
0.0 -0.1 -0.1
0.0 0.0 0.0
0.1 0.1 0.0
0.0 0.0 0.0
0.0 -0.1 0.0
0.0 0.1 0.0
0.0 -0.1 -0.1
0.0 0.0 0.0
0.0 0.1 -0.1
0.0 0.0 0.1
0.0 0.0 0.0
0.0 0.0 0.0
0.1 0.0 0.0
0.0 0.0 0.0
0.0 0.0 0.0
0.0 0.0 0.0
0.0 0.0 0.0
-0.1 0.0 0.2
0.0 -0.1 0.0
0.0 0.0 0.0
0.0 0.0 0.0
0.0 0.0 0.0
0.0 0.0 0.0
0.0 0.0 0.0
0.0 0.0 0.0
0.0 0.0 0.0
0.0 0.0 0.0
0.0 0.0 0.0
0.0 0.0 0.0
0.0 0.0 0.0
0.0 0.0 0.0
0.0 0.0 0.0
0.0 0.0 0.0
0.0 0.0 0.0
0.0 0.0 0.0


The records above give, respectively, strongest force on any atom values of 1.03; 0.80; 0.44; 0.54 eV Å⁻¹.